P:
Entry from OMol25: an isolated molecule of C4H4O4 (ωB97M-V/def2-TZVPD).

```
! RIJCOSX wB97M-V def2-TZVPD def2/J DEFGRID3
* xyz 0 1
O 1.9674 -1.0922 0.3325
O -0.7655 0.7306 1.2828
O -0.2143 -1.9898 -0.4999
O -0.6003 2.2433 -1.1246
C -0.1648 0.1552 0.1997
C -1.0783 -0.9950 -0.0687
C -0.1037 1.1276 -1.0731
C 1.0872 -0.4393 0.7771
H 0.9248 -0.0945 1.8117
H -2.3676 -0.9145 -0.0170
H -0.8456 1.6364 1.2057
H 0.7484 1.1457 -1.9379
*
```

The calculation puts the highest occupied orbital energy at -10.1805 eV. Its SMILES is O=CC(O)(C=O)C=O.

***

Q:
Entry from OMol25: an isolated molecule of C4H4O4 (ωB97M-V/def2-TZVPD).

```
! RIJCOSX wB97M-V def2-TZVPD def2/J DEFGRID3
* xyz 0 1
O -2.0721 1.0841 0.2152
O 0.1199 -2.2645 -0.1159
O 1.1908 2.2815 -0.0039
O 2.0098 -0.3850 0.1084
C -1.0683 1.5274 -0.2935
C -0.2824 -0.9628 0.0430
C 0.7177 -0.0538 0.2788
C 0.4006 1.3766 0.1480
H -0.6119 -2.8662 0.0476
H 2.0698 -1.3529 0.0599
H -1.1569 2.4931 -0.8378
H -1.3170 -0.8776 0.3501
*
```

The calculation puts the highest occupied orbital energy at -9.0605 eV. Its SMILES is O=CC(=O)/C(O)=C/O.

***

Need the numbers? Relative energies in eV: P 2.823; Q 0.000.

***

P:
Entry from OMol25: a 3-piece molecular cluster, C3H8NO2S overall (ωB97M-V/def2-TZVPD).

```
! RIJCOSX wB97M-V def2-TZVPD def2/J DEFGRID3
* xyz -1 1
S 3.7149 0.0238 -0.0453
O -0.2970 -1.0457 -2.2428
O -1.4004 0.6018 2.0401
N -1.8564 0.4192 -0.9303
C -0.5571 -0.3431 -1.1650
C 0.5571 0.5131 -0.6265
C 0.0718 -0.8124 0.1871
H -0.5488 -0.4929 1.0394
H -1.6998 1.0765 2.7719
H -2.5831 0.0081 -1.5441
H 0.9487 -1.4517 0.2505
H 3.6187 -0.5209 1.1773
H 0.5797 1.3223 0.1544
H -2.1123 0.1371 0.0530
H 1.5641 0.5650 -1.1198
*
```

The calculation puts the highest occupied orbital energy at -4.1985 eV.

***

Q:
Entry from OMol25: a 2-piece molecular cluster, C3H8NO2S overall (ωB97M-V/def2-TZVPD).

```
! RIJCOSX wB97M-V def2-TZVPD def2/J DEFGRID3
* xyz -1 1
S 1.7293 0.5478 0.0170
O -0.1014 5.6118 3.5692
O -0.0214 -4.2846 -0.1597
N -0.7175 -2.2122 -0.5176
C -0.5661 -0.7713 -0.9678
C 0.2107 -3.1728 -0.6558
C 0.8215 -0.3961 -1.3056
H -0.8084 0.0102 -0.2155
H -0.5257 5.8366 4.3934
H 1.0488 -2.9178 -1.3224
H 0.8285 0.3201 -2.1611
H -0.6300 5.5484 2.7760
H -1.3073 -0.6223 -1.7483
H 1.4942 -1.0638 -1.8348
H -1.4553 -2.4340 0.1329
*
```

The calculation puts the highest occupied orbital energy at -2.5174 eV.

***

R:
Entry from OMol25: a 2-piece molecular cluster, C3H8NO2S overall (ωB97M-V/def2-TZVPD).

```
! RIJCOSX wB97M-V def2-TZVPD def2/J DEFGRID3
* xyz -1 1
S 1.5872 0.2884 1.1319
O -1.6202 -1.4370 1.7792
O -1.6474 -0.5853 -0.9393
N -0.9695 1.4925 -0.3414
C 0.6062 0.0619 -1.6375
C 1.7313 -0.3465 -0.6557
C -0.7953 0.2891 -0.9538
H 0.3970 -0.7833 -2.3018
H -0.7896 -1.4984 2.2584
H -1.3363 -1.2320 0.8793
H 0.7217 0.9850 -2.2047
H -1.5497 1.5345 0.4803
H 1.7273 -1.4470 -0.5874
H 2.7372 -0.0203 -0.8526
H -0.1088 2.0056 -0.2303
*
```

The calculation puts the highest occupied orbital energy at -2.9145 eV.

***

S:
Entry from OMol25: a 2-piece molecular cluster, C3H8NO2S overall (ωB97M-V/def2-TZVPD).

```
! RIJCOSX wB97M-V def2-TZVPD def2/J DEFGRID3
* xyz -1 1
S 0.2140 -0.4190 -1.9053
O 0.6013 0.4993 -2.9773
O 0.7916 -1.7971 -1.8582
N 1.4777 0.2041 0.2158
C 0.6136 -0.1865 1.3393
C -1.7079 -0.5863 -1.8478
C -0.3151 1.0295 1.5466
H 1.4569 -0.4022 2.1938
H -1.8586 -1.0195 -0.7967
H 0.0067 1.8141 0.7068
H -1.3167 0.7655 1.4180
H 2.1508 -0.5918 -0.0107
H -1.9876 0.4300 -1.6957
H -0.2441 1.4339 2.5661
H 0.1174 -1.1741 1.1055
*
```

The calculation puts the highest occupied orbital energy (spin up / spin down) at -3.2438 / -4.0632 eV.

***

Need the numbers? Relative energies in eV: P 8.109; Q 1.404; R 0.000; S 5.217.